{"formula": "C31H65GaN5O2S", "method": "ωB97M-V with the def2-TZVPD basis set", "max_force_ev_per_a": 1.79, "homo_lumo_gap_ev": 7.43, "total_charge": -1, "symbols": ["H", "C", "H", "H", "C", "H", "H", "H", "S", "H", "H", "C", "H", "C", "H", "C", "H", "H", "C", "H", "C", "C", "H", "C", "H", "H", "C", "H", "H", "H", "Ga", "H", "H", "H", "H", "H", "H", "C", "C", "C", "C", "N", "C", "H", "H", "H", "H", "H", "H", "C", "N", "C", "H", "H", "H", "H", "H", "C", "H", "H", "H", "C", "C", "H", "H", "C", "N", "H", "H", "C", "H", "H", "H", "C", "C", "C", "H", "H", "N", "H", "H", "H", "H", "H", "H", "H", "H", "H", "N", "H", "C", "H", "H", "C", "C", "H", "H", "O", "C", "H", "C", "H", "C", "H", "O"], "coordinates": [[-4.3315, 0.2266, -1.1217], [1.4417, 3.1413, -4.2166], [-4.1866, 4.7437, -3.0674], [-1.7311, 4.9665, -2.7281], [5.3280, 3.8205, -2.8803], [2.3536, 1.0668, 0.4464], [6.2372, 4.3551, -2.6070], [-7.4455, 0.6111, 0.5829], [1.7652, 2.1684, -0.0324], [-5.8528, 0.4170, 2.6096], [-7.6565, 3.9069, 0.4572], [-2.3933, -6.8904, 0.9297], [8.0487, 0.4004, 4.2669], [-4.5336, 3.7134, 0.8570], [4.6254, 4.5364, -3.2966], [4.6857, 3.1508, -1.6546], [3.4732, 0.0048, 3.7428], [-0.6043, 0.6886, -0.7915], [-2.0556, 1.6406, -2.0432], [5.9250, -0.2682, 0.8837], [5.4787, -0.7251, 4.1919], [-2.2255, 4.0207, -2.5849], [-5.1361, 4.6147, 0.7287], [5.5972, 1.4986, 2.0737], [2.3970, -1.2632, -3.8394], [5.3402, 2.4061, -1.2046], [-1.1724, 0.4760, -1.7000], [3.7944, 0.7770, -3.8813], [-0.3142, -3.6934, -3.0315], [-1.6060, -7.5659, 1.2676], [2.8906, 2.2999, -2.0658], [-8.9010, 3.2094, 1.4999], [0.8373, -4.7886, -2.2912], [1.2319, -0.3904, -1.4548], [8.3917, 0.8302, 2.5863], [-0.7819, -5.3607, -2.7216], [-6.0426, 2.3717, 0.1387], [-7.7530, 0.5552, 1.6276], [-6.9900, 3.5690, 2.5157], [-8.0621, 3.9035, 1.4697], [-4.1885, 2.6442, -2.5783], [6.0060, -0.9086, 2.8550], [1.0406, -6.6994, -0.0911], [-5.2538, 2.5180, -2.7125], [-1.6519, -6.7243, -1.0788], [-7.4675, 3.4278, 3.4890], [1.5946, -6.2888, -0.9334], [-0.4161, 3.0062, -2.0701], [0.9381, -4.7855, 0.8979], [-5.3874, 2.4672, 1.0197], [0.9524, 2.7308, -5.1781], [2.0077, -0.2979, -3.5043], [7.7180, -1.4024, 1.7999], [-7.0901, 1.1528, 3.5884], [3.6289, -0.8178, 5.2883], [-0.0351, 1.0193, -3.2976], [6.6118, 1.8586, 1.9059], [-1.4822, 2.9029, -2.2214], [-3.9093, 3.6108, -0.0297], [4.4087, -0.2429, 1.7162], [0.6630, -1.6432, -2.5328], [0.9077, -0.5798, -2.4801], [5.4693, -0.0104, 1.8426], [-4.7218, 1.5981, 1.0061], [-0.0669, -3.3001, -0.5533], [7.4386, -1.1264, 2.8203], [-0.9353, -5.0796, 0.0733], [4.5004, 3.9156, -0.8977], [-2.6841, -6.2540, 1.7666], [-3.6004, 3.8878, -2.7743], [-2.8269, -5.4982, -0.6276], [-1.8190, -0.3766, -1.5000], [5.5577, 3.0817, -3.6438], [-6.6866, 1.1256, 2.5720], [-3.4401, 1.5292, -2.2163], [8.3565, 0.0066, 3.2977], [3.6189, -1.7576, 3.7918], [7.6484, -2.0127, 3.4297], [-0.3125, 0.1572, -2.8389], [-8.4617, 4.9015, 1.6631], [5.2899, 1.7897, 3.0797], [3.8438, -0.0979, -2.3875], [5.9003, -1.5120, 4.8248], [-1.6950, -3.5607, -1.1012], [-6.3543, 4.4498, 2.6394], [-8.7094, 1.0661, 1.7338], [5.7851, 0.2334, 4.6418], [1.5658, 0.1495, -4.3883], [-6.1282, 2.4292, 2.2682], [0.3826, -7.4857, -0.4648], [-0.7360, -4.0665, -0.9520], [9.3766, -0.3701, 3.4058], [4.9485, 2.0254, 1.3708], [3.9615, -0.8284, 4.2490], [-0.2174, -4.5166, -2.3219], [1.7670, -7.1718, 0.5741], [-3.2526, -7.5042, 0.6546], [-4.0822, 0.3087, -2.0461], [0.2679, -5.6196, 0.6783], [-3.8775, 3.8560, 1.7168], [-1.9569, -6.0497, -0.2619], [-7.9236, -0.4980, 1.8623], [3.1999, 0.5330, -2.9974], [0.0001, -6.0294, 1.6568], [1.9469, 3.5893, -3.1602]], "lowdin_charge": [0.089, -0.558, 0.095, 0.100, -0.202, -0.272, 0.048, 0.065, 0.359, 0.109, 0.066, -0.097, 0.064, -0.070, 0.050, -0.324, 0.066, 0.077, -0.131, 0.116, -0.282, -0.072, 0.070, -0.072, 0.091, 0.029, -0.189, 0.047, 0.064, 0.061, 0.221, 0.052, 0.057, 0.079, 0.054, 0.065, 0.100, -0.087, -0.250, -0.084, -0.049, -0.202, -0.085, 0.109, 0.101, 0.112, 0.054, 0.083, 0.115, -0.272, 0.113, -0.270, 0.110, 0.109, 0.069, 0.066, 0.056, -0.024, 0.052, 0.096, 0.080, -0.250, -0.239, 0.115, 0.109, -0.257, -0.201, 0.032, 0.078, -0.100, 0.117, 0.105, 0.054, -0.253, -0.270, -0.090, 0.079, 0.106, -0.025, 0.069, 0.068, 0.047, 0.114, 0.111, 0.101, 0.052, 0.101, 0.085, -0.200, 0.063, -0.246, 0.066, 0.056, -0.090, -0.085, 0.069, 0.069, 0.017, -0.249, 0.085, -0.281, 0.068, -0.234, 0.099, -0.091]}

{"formula": "C31H65N3O27", "method": "ωB97M-V with the def2-TZVPD basis set", "max_force_ev_per_a": 6.27, "homo_lumo_gap_ev": 10.04, "total_charge": 0, "symbols": ["C", "C", "N", "H", "H", "H", "N", "O", "O", "O", "C", "O", "H", "C", "H", "C", "H", "C", "N", "C", "H", "H", "O", "H", "H", "C", "H", "H", "H", "H", "H", "H", "H", "C", "H", "H", "C", "H", "H", "O", "O", "H", "H", "H", "O", "O", "H", "O", "O", "H", "H", "C", "H", "H", "H", "O", "H", "O", "C", "H", "H", "O", "O", "O", "H", "H", "O", "H", "H", "C", "C", "O", "H", "O", "H", "C", "C", "C", "H", "C", "H", "C", "C", "H", "C", "H", "C", "H", "C", "H", "H", "C", "O", "H", "O", "H", "H", "H", "H", "C", "O", "C", "H", "C", "O", "H", "O", "C", "H", "H", "H", "H", "H", "H", "H", "C", "O", "O", "C", "H", "H", "C", "O", "H", "H", "H"], "coordinates": [[1.8921, 7.0325, -5.1708], [2.2794, 2.1050, 4.3879], [-2.9385, -1.2918, 2.5551], [3.3241, 2.3427, 4.1875], [-4.6832, -1.8764, -4.1852], [-1.9775, 5.5463, 4.1540], [-0.0466, -0.2409, -1.3402], [4.0110, 0.8892, -3.8220], [1.1605, 4.7938, -3.5232], [-0.2093, -5.0983, -5.6594], [-4.2952, 2.5445, 4.1370], [-3.1603, -4.0736, -2.2781], [5.4866, 4.2176, 0.3876], [5.7175, -1.9338, 1.5212], [-0.4975, -4.2063, -3.8762], [-4.1311, -1.2970, -3.4452], [-3.5125, 1.9481, 4.6057], [-2.7593, -3.1303, -1.5181], [2.9653, 1.4950, -3.6193], [1.1013, -2.7408, 3.5263], [6.6592, -1.6460, 1.9887], [-0.8907, -2.6191, -6.4826], [-3.2785, -2.0223, -1.2404], [4.7681, -1.3394, 6.5473], [-1.9243, -4.0767, -4.8637], [5.1911, 3.2201, 0.0625], [-0.3287, -3.3208, 2.0470], [-3.7280, -3.3452, 2.9260], [2.2085, 7.9220, -4.6261], [-1.2315, -5.2201, -0.6625], [-4.4884, -1.9382, 3.7819], [-2.2687, 0.8265, -0.0990], [1.3195, -3.3903, 1.4243], [0.6994, -3.5795, 2.3005], [1.7895, 7.3375, -6.2121], [0.6110, -2.5858, -5.6232], [-3.3762, 2.2320, 1.9842], [-1.6674, 5.3515, 5.9256], [-1.0102, 2.8722, -3.7106], [2.4839, -2.8947, 3.9402], [-1.5769, -3.1653, -0.7857], [-1.1219, -8.2586, -8.0097], [-3.4237, 1.5884, -1.2367], [-3.9592, 3.5813, 4.1176], [-0.3877, 0.9424, -1.4629], [-2.2817, -5.6612, -6.5980], [5.8024, -1.8515, 0.4377], [5.2241, 2.2471, 1.1438], [5.0351, 0.2603, 2.0171], [0.7998, -4.6524, 2.4646], [1.1977, -1.3795, -0.1618], [0.4101, -0.6369, -0.0341], [-2.2760, 2.5346, -0.3384], [5.5315, -2.9913, 1.7086], [1.7054, 2.4862, -2.2429], [-0.8743, 5.7466, -3.4166], [-2.2880, 5.0498, -2.1230], [4.1091, -2.8558, 5.2710], [4.8963, -2.4014, 6.3380], [5.8175, 3.0071, -0.8037], [-4.8340, -0.7094, -1.4020], [4.2427, 0.6639, -0.0940], [-0.3159, 2.5302, 5.6409], [-3.8761, 1.8885, 0.8125], [2.4756, 0.9807, -1.7299], [-0.7725, 4.4511, -1.7527], [2.1229, 1.7598, -4.4377], [0.4497, -2.9794, 4.3669], [-6.2627, 3.3109, 4.7324], [-3.5634, -2.3882, 3.4213], [-4.4429, -1.5659, -1.9511], [1.4520, 3.3335, 4.3690], [-6.2499, 1.5757, 4.6556], [-2.1913, 2.4115, 2.2916], [-2.2413, 4.0158, 4.9171], [-1.9048, 3.4090, -3.3950], [-1.3946, 4.6719, -2.6201], [4.7713, 1.0319, 0.9486], [2.2576, 1.5924, 5.3496], [-1.0231, -5.7220, -6.5863], [-5.2840, 2.4107, 5.9374], [0.3825, 5.6601, -3.8563], [2.8737, -2.3657, 5.0189], [5.9423, -2.4356, 6.0334], [2.6361, 1.9192, -2.2605], [3.4788, 2.4407, -1.8065], [-5.6323, 2.4386, 4.9049], [-1.9694, -6.9004, -8.6993], [-2.9374, 1.6712, -0.2648], [-0.2117, -4.3408, -1.8736], [-0.3634, -7.5273, -9.2991], [0.1868, 3.3598, 4.8786], [-3.5501, -0.9911, 1.5707], [4.1855, 3.4371, -0.2977], [-4.4164, 2.2487, 2.8086], [0.8692, 0.2090, 0.4776], [4.3253, -1.4408, 3.0664], [-0.8680, -1.9770, -4.8404], [0.9982, -1.6809, 3.2936], [-0.7435, -4.2812, -0.9241], [0.6305, 6.7081, -4.6112], [4.5516, -1.0876, 2.0603], [-2.5318, 3.6650, -4.2491], [-0.4584, -2.7500, -5.4906], [-0.2013, -1.1342, -2.1691], [2.6749, 6.2868, -5.0312], [2.3303, -1.5261, 5.7031], [-1.5956, 4.8937, 4.9391], [-2.4102, 2.7481, -2.6909], [2.3309, 0.1971, 3.3628], [4.7411, -2.9776, 7.2502], [1.7612, 1.6134, 2.4260], [-0.4339, -1.0144, 0.5432], [0.0510, -4.0783, -0.2060], [3.6553, -1.2044, 1.4511], [-0.8353, -4.0925, -4.9062], [-0.3808, 4.5147, 4.5081], [-1.7579, -1.0670, 2.7166], [1.7355, 1.1096, 3.3923], [0.6966, 0.8466, 3.5912], [-4.3408, -0.2494, -3.6616], [-0.9768, -7.2663, -8.4367], [-0.2921, -6.4075, -7.4325], [-3.0692, -1.3908, -3.6722], [-2.8781, -2.5266, 4.2575], [-5.2025, -2.3254, -1.7657]], "lowdin_charge": [-0.031, -0.162, -0.406, 0.123, 0.082, 0.107, -0.395, 0.057, 0.113, 0.028, -0.252, 0.075, 0.094, -0.045, 0.099, -0.030, 0.128, -0.556, -0.444, -0.152, 0.084, 0.082, 0.035, 0.094, 0.115, -0.016, 0.064, 0.101, 0.093, 0.106, 0.094, 0.070, 0.061, -0.054, 0.095, 0.082, -0.581, 0.107, 0.067, 0.054, -0.059, 0.088, 0.086, 0.109, 0.039, 0.061, 0.079, 0.027, 0.024, 0.085, 0.103, 0.031, 0.084, 0.077, 0.084, 0.040, 0.113, -0.018, -0.059, 0.105, 0.116, 0.094, 0.102, 0.013, 0.079, 0.119, 0.075, 0.132, 0.074, 0.068, -0.145, 0.022, 0.075, 0.111, 0.061, -0.036, -0.195, -0.578, 0.118, -0.523, 0.077, -0.595, -0.663, 0.093, 0.023, 0.067, -0.038, 0.090, -0.032, 0.082, 0.088, -0.523, 0.088, 0.077, 0.032, 0.097, 0.099, 0.060, 0.099, -0.064, 0.013, -0.195, 0.081, -0.055, 0.078, 0.096, 0.129, -0.097, 0.037, 0.057, 0.098, 0.080, 0.089, 0.061, 0.113, -0.246, 0.002, 0.050, -0.067, 0.082, 0.068, 0.005, 0.015, 0.069, 0.089, 0.125]}

Question: Number 2 is which compound?
Answer: C31H65N3O27